Computed, not measured: a structure of composition C25H66N3O12V, with the ωB97M-V functional and the def2-TZVPD basis.

Geometry (Å):
O -22.08522 23.16151 -16.64641
V -22.46308 24.10303 -15.38554
N -23.65140 26.92223 -16.88773
O -23.08220 27.82224 -17.35053
O -24.85752 26.82041 -16.81568
O -23.02313 25.95273 -16.51321
C -21.58321 32.38069 -15.29036
C -21.73728 32.00667 -16.74208
C -21.09636 30.75323 -17.14820
O -23.13865 31.94553 -17.05763
H -22.14319 33.30071 -15.12276
H -20.55143 32.65562 -15.07142
H -22.02848 31.78138 -14.49621
H -21.31675 32.83053 -17.31872
H -21.55714 30.17376 -17.94819
H -20.96897 30.05734 -16.31898
H -20.08626 30.85538 -17.54487
H -23.53319 31.07087 -17.02731
C -24.34546 30.06284 -14.82426
C -25.55017 29.49172 -14.14032
C -26.22840 30.46661 -13.15630
O -26.48112 29.05897 -15.14980
H -23.78939 30.73565 -14.17141
H -24.81916 30.77336 -15.50165
H -23.65611 29.49138 -15.44581
H -25.21254 28.66836 -13.51088
H -26.43153 31.36662 -13.73666
H -25.54137 30.55887 -12.31512
H -27.16921 30.06522 -12.77966
H -26.07111 28.30997 -15.58855
C -25.49151 28.92392 -19.80853
C -26.09054 27.54395 -19.97681
C -26.53111 27.22342 -21.46396
O -25.03893 26.62079 -19.89524
H -26.21881 29.67595 -20.11444
H -24.50904 29.07599 -20.25544
H -25.20016 29.10895 -18.77462
H -26.85191 27.21891 -19.26775
H -27.00971 26.24777 -21.54853
H -25.69245 27.15827 -22.15714
H -27.21867 28.01897 -21.75111
H -24.52486 26.90200 -19.13481
C -28.70389 25.45140 -16.27720
C -27.79172 25.74426 -15.10771
C -28.28316 25.08646 -13.75128
O -26.46601 25.32529 -15.31646
H -28.55823 25.92136 -17.24984
H -29.74237 25.68243 -16.03996
H -28.65445 24.37867 -16.46404
H -27.98727 26.79967 -14.91804
H -29.32882 25.27450 -13.50769
H -27.64762 25.52921 -12.98437
H -27.96117 24.05148 -13.86635
H -26.07204 25.88897 -15.98627
C -20.60640 25.87437 -19.24280
C -19.46816 24.85362 -19.14467
C -18.07515 25.47912 -18.86925
O -19.87555 24.06582 -18.05580
H -20.61159 26.55763 -20.09205
H -20.78754 26.53595 -18.39569
H -21.57126 25.39240 -19.40050
H -19.48559 24.33529 -20.10339
H -17.35941 24.88657 -19.43909
H -17.80933 25.66178 -17.82806
H -17.95968 26.40968 -19.42496
H -19.57183 23.18485 -18.28656
C -24.75815 23.54862 -18.88463
O -24.34117 22.96215 -17.67213
C -25.37568 22.50995 -16.80763
C -24.97580 22.24209 -15.33934
N -24.47989 23.52063 -14.79375
C -24.45647 23.47511 -13.34131
C -24.22095 24.93350 -12.77777
O -23.02584 25.32756 -13.47191
C -22.71910 26.72680 -13.37235
H -25.56011 22.87028 -19.17585
H -24.05022 23.50492 -19.71228
H -25.28809 24.49450 -18.77243
H -25.53006 21.52737 -17.25351
H -26.25894 23.14637 -16.86172
H -24.19090 21.49511 -15.45788
H -25.87219 21.91944 -14.80975
H -25.24525 24.10139 -15.10527
H -23.85671 22.72606 -12.82429
H -25.45982 23.20147 -13.01497
H -23.94723 24.96264 -11.72310
H -25.00888 25.65676 -12.98791
H -22.38725 26.99050 -12.36814
H -23.56061 27.35644 -13.66134
H -21.93834 27.05072 -14.06053
C -18.40169 23.83658 -14.85147
C -19.13660 25.15236 -14.57674
C -18.26767 26.44215 -14.69376
O -19.09456 27.57297 -14.98242
C -18.27732 28.84179 -15.13940
N -20.31309 25.29477 -15.47707
H -19.11506 23.01469 -14.91231
H -17.54625 23.60063 -14.21850
H -18.00791 23.91523 -15.86480
H -19.55585 25.17589 -13.57087
H -17.49119 26.38869 -15.45686
H -17.67999 26.61516 -13.79221
H -18.72809 29.53721 -15.84743
H -17.24067 28.66108 -15.42365
H -18.10602 29.30834 -14.16930
H -20.41599 26.29926 -15.45455
H -19.86958 25.10762 -16.36498

Output
**Charge**: +1
**Multiplicity**: 2

***

Computed, not measured: a cluster of 10 separate species, C25H67ClO11S9 in total, with the ωB97M-V functional and the def2-TZVPD basis.

Geometry (Å):
C 3.02360 -5.40314 -3.59901
C 2.08489 -4.11734 -3.68382
C 0.74987 -4.34823 -4.52893
O 0.78755 -5.16622 -5.45383
O -0.34938 -3.55420 -4.17019
C -1.60728 -4.14457 -4.55387
C -2.72573 -3.86146 -3.43121
Cl -3.01883 -2.03339 -3.26178
C -4.13945 -4.49992 -3.78119
C -4.09964 -6.05295 -4.13889
H 2.61742 -6.32295 -4.11677
H 4.05736 -5.19736 -4.04352
H 3.20784 -5.69406 -2.51196
H 2.70707 -3.29130 -4.20231
H 1.87208 -3.75610 -2.62455
H -2.01095 -3.65239 -5.50352
H -1.58503 -5.26520 -4.70527
H -2.35746 -4.23078 -2.42556
H -4.81663 -4.31902 -2.87469
H -4.60436 -3.88414 -4.62395
H -3.81067 -6.16993 -5.23826
H -3.41916 -6.63130 -3.44438
H -5.15454 -6.48916 -4.05301
C -3.38496 0.63142 1.41180
S -1.89050 -0.17305 0.80427
O -0.72826 0.44020 1.51876
C -1.94966 0.54530 -0.84951
H -3.52663 0.35231 2.45638
H -3.28166 1.71504 1.33714
H -4.24308 0.29566 0.82895
H -1.93532 1.63481 -0.78445
H -2.85408 0.21125 -1.35970
H -1.07543 0.20428 -1.40474
C 4.28988 0.48091 0.76056
S 3.02931 -0.80773 0.82451
O 3.65626 -2.07358 0.33050
C 2.01759 -0.14731 -0.51660
H 5.05624 0.24810 1.49963
H 4.74088 0.51266 -0.23326
H 3.83791 1.44459 0.99996
H 2.60980 -0.07699 -1.43184
H 1.63871 0.83692 -0.23734
H 1.17791 -0.82306 -0.68024
C 3.89629 -2.68936 5.41619
S 2.71245 -1.48893 4.77564
O 3.46818 -0.52809 3.91722
C 2.40054 -0.67248 6.35490
H 4.25964 -3.29308 4.58382
H 4.73687 -2.17147 5.88262
H 3.40425 -3.33624 6.14238
H 3.33388 -0.28033 6.76275
H 1.95510 -1.38443 7.05163
H 1.70540 0.15004 6.18544
C -8.18081 2.59605 -1.04958
S -6.41975 2.80947 -0.71681
O -5.87495 1.47613 -0.31573
C -6.62656 3.78142 0.78821
H -8.29076 1.97627 -1.93968
H -8.66290 2.10393 -0.20327
H -8.63836 3.57017 -1.22911
H -7.20418 3.21659 1.52121
H -7.13337 4.71808 0.55126
H -5.64113 3.99935 1.19667
C 2.02044 -0.33360 -5.90573
S 3.54054 -1.11570 -6.48504
O 4.67889 -0.47484 -5.75941
C 3.49389 -0.41174 -8.14520
H 1.86824 -0.60724 -4.86113
H 2.10510 0.75134 -5.98776
H 1.17743 -0.69136 -6.49906
H 3.48763 0.67751 -8.08817
H 2.60286 -0.76726 -8.66607
H 4.38245 -0.73979 -8.68396
C -3.12855 5.41932 2.48717
S -4.17461 5.18467 3.93969
O -5.58131 5.02242 3.45737
C -4.00899 6.86776 4.56618
H -3.11699 4.49009 1.91644
H -3.52894 6.22209 1.86534
H -2.11297 5.66003 2.80448
H -4.35467 7.58095 3.81685
H -2.96440 7.06182 4.81711
H -4.61885 6.96371 5.46272
C 7.55521 0.33622 -6.61426
S 7.49114 1.47452 -8.01182
O 6.23981 1.17862 -8.77437
C 8.86426 0.73506 -8.92085
H 6.74930 0.58867 -5.92616
H 7.42448 -0.68927 -6.96258
H 8.51384 0.44046 -6.10238
H 8.65225 -0.31555 -9.12650
H 9.78037 0.82648 -8.33522
H 8.98287 1.27158 -9.86250
C 6.79734 -4.97530 6.89713
S 5.33437 -5.86849 6.33198
O 4.15341 -5.28631 7.03729
C 5.73653 -7.42568 7.15049
H 6.73810 -3.95055 6.53008
H 6.83172 -4.96845 7.98790
H 7.69309 -5.45147 6.49532
H 5.83639 -7.26675 8.22549
H 6.66636 -7.82343 6.74080
H 4.92797 -8.13207 6.96238
C -7.69655 7.36098 7.61066
S -7.66938 8.47680 6.19264
O -6.27149 8.49589 5.66548
C -7.90934 9.99318 7.14156
H -7.52446 6.34570 7.25274
H -6.91019 7.63517 8.31603
H -8.67231 7.41216 8.09625
H -7.10975 10.10398 7.87592
H -8.87832 9.96056 7.64222
H -7.88754 10.83741 6.45236

***

Energy, respectively: -81709.918, -159565.795 eV.